Run one
The following is a DFT calculation (ωB97M-V with the def2-TZVPD basis set) of an isolated molecule of C22H27FN2O3.

CARTESIAN COORDINATES (ANGSTROEM)
1 C -4.540 -0.959 -3.122
2 O -4.018 -0.199 -2.059
3 C -3.195 -0.820 -1.165
4 C -2.770 -2.143 -1.246
5 C -1.931 -2.648 -0.276
6 C -1.481 -1.878 0.800
7 O -0.633 -2.544 1.630
8 C -0.097 -1.925 2.774
9 C -1.897 -0.545 0.879
10 C -1.613 0.386 2.022
11 O -2.148 0.220 3.106
12 N -0.800 1.442 1.772
13 C -0.597 2.398 2.842
14 C -0.101 1.652 0.519
15 C -0.363 3.040 -0.075
16 C 0.369 3.160 -1.410
17 C 1.862 2.873 -1.204
18 N 2.126 1.583 -0.602
19 C 1.984 0.458 -1.513
20 C 2.524 -0.797 -0.886
21 C 1.703 -1.875 -0.585
22 C 2.206 -3.010 0.028
23 C 3.549 -3.087 0.350
24 C 4.394 -2.032 0.048
25 C 3.872 -0.908 -0.563
26 F 4.708 0.107 -0.865
27 C 1.425 1.445 0.656
28 C -2.754 -0.046 -0.099
29 H -3.748 -1.326 -3.782
30 H -5.132 -1.805 -2.758
31 H -5.186 -0.281 -3.679
32 H -3.086 -2.787 -2.051
33 H -1.598 -3.673 -0.326
34 H 0.578 -2.662 3.209
35 H 0.473 -1.027 2.517
36 H -0.874 -1.665 3.497
37 H -1.076 3.350 2.610
38 H -1.055 1.984 3.739
39 H 0.465 2.559 3.022
40 H -0.473 0.901 -0.183
41 H 0.012 3.809 0.603
42 H -1.436 3.192 -0.210
43 H 0.242 4.163 -1.819
44 H -0.050 2.450 -2.127
45 H 2.397 2.928 -2.154
46 H 2.283 3.632 -0.536
47 H 2.578 0.698 -2.401
48 H 0.945 0.277 -1.835
49 H 0.654 -1.823 -0.835
50 H 1.540 -3.826 0.262
51 H 3.945 -3.968 0.833
52 H 5.447 -2.068 0.278
53 H 1.631 0.454 1.068
54 H 1.843 2.193 1.336
55 H -3.101 0.973 -0.032

Summary:
Net charge ... 0
SMILES string ... COc1ccc(OC)c(C(=O)N(C)[C@H]2CCCN(Cc3ccccc3F)C2)c1
2S+1 ... 1
Molar mass ... 386.467 g/mol
HOMO energy ... -8.03 eV



Run two
The following is a DFT calculation (ωB97M-V with the def2-TZVPD basis set) of an isolated molecule of C22H27FN2O3.

CARTESIAN COORDINATES (ANGSTROEM)
1 C -7.185 -0.529 1.362
2 O -5.913 0.064 1.462
3 C -4.917 -0.397 0.657
4 C -5.056 -1.404 -0.290
5 C -3.964 -1.793 -1.050
6 C -2.731 -1.180 -0.898
7 O -1.680 -1.558 -1.712
8 C -0.682 -2.328 -1.067
9 C -2.592 -0.151 0.042
10 C -1.254 0.494 0.272
11 O -0.622 0.251 1.288
12 N -0.823 1.326 -0.697
13 C -1.598 1.615 -1.881
14 C 0.526 1.884 -0.652
15 C 0.751 2.779 0.567
16 C 2.174 3.322 0.511
17 C 3.171 2.169 0.429
18 N 2.902 1.385 -0.761
19 C 3.949 0.434 -1.101
20 C 4.098 -0.700 -0.114
21 C 4.860 -0.567 1.041
22 C 4.920 -1.578 1.983
23 C 4.214 -2.754 1.790
24 C 3.459 -2.922 0.643
25 C 3.415 -1.899 -0.283
26 F 2.689 -2.095 -1.411
27 C 1.586 0.778 -0.683
28 C -3.674 0.218 0.818
29 H -7.806 -0.017 2.096
30 H -7.617 -0.391 0.365
31 H -7.151 -1.597 1.600
32 H -6.000 -1.901 -0.444
33 H -4.067 -2.578 -1.783
34 H -1.072 -3.315 -0.794
35 H 0.126 -2.442 -1.786
36 H -0.306 -1.836 -0.167
37 H -1.480 2.667 -2.142
38 H -1.272 0.998 -2.723
39 H -2.653 1.419 -1.697
40 H 0.654 2.488 -1.556
41 H 0.610 2.189 1.472
42 H 0.025 3.596 0.569
43 H 2.383 3.923 1.397
44 H 2.292 3.954 -0.371
45 H 4.187 2.567 0.357
46 H 3.096 1.562 1.348
47 H 4.889 0.989 -1.169
48 H 3.712 0.032 -2.090
49 H 5.420 0.344 1.195
50 H 5.518 -1.448 2.872
51 H 4.255 -3.542 2.526
52 H 2.906 -3.830 0.457
53 H 1.430 0.157 -1.568
54 H 1.472 0.151 0.215
55 H -3.572 0.996 1.557

Summary:
Net charge ... 0
SMILES string ... COc1ccc(OC)c(C(=O)N(C)[C@H]2CCCN(Cc3ccccc3F)C2)c1
2S+1 ... 1
Molar mass ... 386.467 g/mol
HOMO energy ... -8.37 eV



Least stable of them? run one.



Run one
The following is a DFT calculation (ωB97M-V with the def2-TZVPD basis set) of a cluster of 2 separate species, C2H9N2 in total.

CARTESIAN COORDINATES (ANGSTROEM)
1 C -0.305 4.175 1.697
2 H 0.621 4.821 1.932
3 H -0.555 3.420 0.932
4 H -1.004 5.018 1.485
5 H -0.428 3.582 2.653
6 N 0.371 -0.567 -0.588
7 C 0.073 -1.730 -1.141
8 N -0.116 -2.820 -0.427
9 H 0.773 -0.305 0.302
10 H 0.292 0.196 -1.254
11 H 0.022 -1.757 -2.225
12 H -0.720 -3.549 -0.759
13 H 0.304 -2.915 0.495

Summary:
Net charge ... +2
2S+1 ... 2
Molar mass ... 61.108 g/mol
HOMO energy (spin up / spin down) ... -18.82 / -18.82 eV



Run two
The following is a DFT calculation (ωB97M-V with the def2-TZVPD basis set) of a cluster of 2 separate species, C2H9N2 in total.

CARTESIAN COORDINATES (ANGSTROEM)
1 N 2.389 0.090 0.473
2 H 0.666 0.596 -0.227
3 H 2.670 -0.568 1.202
4 H 2.948 -0.134 -0.347
5 H 2.597 1.045 0.760
6 C -2.313 -0.795 -0.266
7 C -1.136 -0.259 -0.746
8 N -0.335 0.614 0.063
9 H -2.871 -0.503 0.615
10 H -2.825 -1.576 -0.813
11 H -0.801 -0.460 -1.761
12 H -0.407 0.329 1.041
13 H -0.585 1.621 0.006

Summary:
Net charge ... +2
2S+1 ... 2
Molar mass ... 61.108 g/mol
HOMO energy (spin up / spin down) ... -21.00 / -19.45 eV



Least stable of them? run two.



Run one
The following is a DFT calculation (ωB97M-V with the def2-TZVPD basis set) of a structure of composition C2H2Br2I2.

CARTESIAN COORDINATES (ANGSTROEM)
1 C 0.176 -1.071 -0.323
2 C -0.635 -0.398 0.695
3 Br 2.434 -0.914 0.607
4 Br -0.795 -1.585 2.324
5 I -0.324 -2.998 -0.865
6 I -2.624 0.026 -0.105
7 H 0.396 -0.351 -1.052
8 H -0.390 0.661 0.852

Summary:
Net charge ... 0
2S+1 ... 1
Molar mass ... 439.654 g/mol
HOMO energy ... -9.84 eV



Run two
The following is a DFT calculation (ωB97M-V with the def2-TZVPD basis set) of a structure of composition C2H2Br2I2.

CARTESIAN COORDINATES (ANGSTROEM)
1 C 0.128 -0.723 -0.109
2 C -0.084 0.658 0.341
3 Br -1.236 -1.886 0.718
4 Br -1.727 1.524 -0.158
5 I -0.008 -0.966 -2.246
6 I 1.656 1.803 -0.274
7 H 1.204 -0.964 0.221
8 H 0.068 0.555 1.508

Summary:
Net charge ... 0
2S+1 ... 1
Molar mass ... 439.654 g/mol
HOMO energy ... -9.47 eV



Least stable of them? run one.